[1]
# C5H11N

2 unconnected molecules or ions with the total composition C5H11N in a non-equilibrium geometry (ωB97M-V/def2-TZVPD, the Open Molecules 2025 dataset).

Properties
* DFT total energy: -251.76791 a.u.
* gap between HOMO and LUMO: 10.23 eV
* SMILES: C=CC.C=NC
* energy above the lowest of the compared OMol25 structures with the same formula, charge and spin: 2.575 eV

Structure (ORCA input):
```
! wB97M-V def2-TZVPD RIJCOSX def2/J DEFGRID3
* xyz 0 1
C 0.7392 0.0434 -2.3827
C 1.8452 -0.3841 -1.7958
C 2.2078 -1.7324 -1.2401
H 0.6144 1.0906 -2.6260
H -0.1855 -0.5276 -2.4172
H 2.6935 0.2869 -1.9355
H 1.9769 -2.4356 -2.0537
H 3.2605 -1.8290 -1.0113
H 1.5013 -2.0772 -0.4852
C -2.3912 0.2669 1.0369
N -2.0580 0.9573 2.0443
C -0.6340 1.1056 2.2770
H -3.2755 0.6060 0.4996
H -1.7399 -0.5055 0.6088
H -0.0740 0.2007 1.9734
H -0.4106 1.3243 3.3145
H -0.1992 1.8589 1.6233
*
```


[2]
# C5H11N

2 unconnected molecules or ions with the total composition C5H11N in a non-equilibrium geometry (ωB97M-V/def2-TZVPD, the Open Molecules 2025 dataset).

Properties
* DFT total energy: -251.79963 a.u.
* gap between HOMO and LUMO: 9.48 eV
* SMILES: C=CC.C=CN
* energy above the lowest of the compared OMol25 structures with the same formula, charge and spin: 1.712 eV

Structure (ORCA input):
```
! wB97M-V def2-TZVPD RIJCOSX def2/J DEFGRID3
* xyz 0 1
C 1.4015 2.2548 -0.0302
C 0.0722 2.1848 -0.1499
C -0.7507 1.4942 0.8808
H 1.9784 2.7934 -0.7708
H 1.8698 1.7707 0.8117
H -0.4126 2.5697 -1.0403
H -1.6809 2.0383 1.0762
H -0.2484 1.4018 1.8433
H -1.0609 0.4581 0.6254
C 0.6708 -1.8186 -1.2382
C 0.0692 -2.1632 -0.0982
N -1.2877 -2.1428 0.2270
H 0.2632 -1.5173 -2.1909
H 1.7476 -1.9517 -1.3037
H 0.7814 -2.2426 0.7157
H -1.9446 -2.5011 -0.4533
H -1.4683 -2.6286 1.0955
*
```


[3]
# C5H11N

A single C5H11N molecule in a non-equilibrium geometry (ωB97M-V/def2-TZVPD, the Open Molecules 2025 dataset).

Properties
* DFT total energy: -251.79832 a.u.
* gap between HOMO and LUMO: 10.36 eV
* SMILES: C/C=C/CCN
* energy above the lowest of the compared OMol25 structures with the same formula, charge and spin: 1.747 eV

Structure (ORCA input):
```
! wB97M-V def2-TZVPD RIJCOSX def2/J DEFGRID3
* xyz 0 1
C 3.0688 0.0893 -0.0354
C 1.7296 -0.3014 -0.5529
C 0.6048 0.1244 -0.0112
C -0.8633 -0.2694 -0.4672
C -1.7583 0.1115 0.6642
N -3.2611 0.2439 0.4069
H 3.3531 -0.3109 0.9342
H 3.7792 -0.1579 -0.7166
H 3.1464 1.1466 -0.0806
H 1.7465 -0.9328 -1.4368
H 0.7839 0.8097 0.8783
H -0.9468 -1.2983 -0.6551
H -1.0649 0.1755 -1.4458
H -1.4758 1.0338 1.0672
H -1.5141 -0.5227 1.5605
H -3.4583 0.7329 -0.4406
H -3.8695 -0.6742 0.3310
*
```


[4]
# C5H11N

A single C5H11N molecule in a non-equilibrium geometry (ωB97M-V/def2-TZVPD, the Open Molecules 2025 dataset).

Properties
* DFT total energy: -251.81383 a.u.
* gap between HOMO and LUMO: 10.28 eV
* SMILES: NCC1CCC1
* energy above the lowest of the compared OMol25 structures with the same formula, charge and spin: 1.325 eV

Structure (ORCA input):
```
! wB97M-V def2-TZVPD RIJCOSX def2/J DEFGRID3
* xyz 0 1
N -2.3050 0.2942 -0.0880
C -1.2577 -0.5476 0.2333
C -0.0820 -0.2249 -0.5737
C 1.2136 -0.9918 -0.1780
C 1.7738 0.3126 0.4128
C 0.6035 1.0744 -0.2636
H -2.2165 1.2367 0.3223
H -3.2499 -0.0868 0.2479
H -1.5518 -1.5637 0.0101
H -0.9567 -0.6026 1.3367
H -0.4007 -0.2958 -1.6229
H 1.0960 -1.9139 0.4233
H 1.8186 -1.2761 -1.0905
H 2.7928 0.7014 0.0782
H 1.7066 0.3557 1.4934
H 0.0737 1.8621 0.3943
H 0.9417 1.6659 -1.1359
*
```


[5]
# C5H11N

A single C5H11N molecule in a non-equilibrium geometry (ωB97M-V/def2-TZVPD, the Open Molecules 2025 dataset).

Properties
* DFT total energy: -251.80805 a.u.
* gap between HOMO and LUMO: 10.09 eV
* SMILES: C[C@@H]1C[C@@H](C)N1
* energy above the lowest of the compared OMol25 structures with the same formula, charge and spin: 1.483 eV

Structure (ORCA input):
```
! wB97M-V def2-TZVPD RIJCOSX def2/J DEFGRID3
* xyz 0 1
C -0.7164 1.6953 -1.2923
C -0.1869 0.2538 -1.2043
C -0.8737 -0.7592 -0.1924
C 0.2557 -0.3810 0.7490
C 0.8823 -1.3751 1.7274
N 1.0436 0.2210 -0.3733
H -1.0162 2.0835 -0.3360
H 0.0601 2.3786 -1.7165
H -1.4969 1.7783 -2.0813
H 0.0435 -0.2013 -2.1379
H -1.9058 -0.6488 0.1643
H -0.7298 -1.8255 -0.4264
H -0.1487 0.3861 1.4491
H 0.2619 -1.6430 2.5676
H 1.9385 -0.8933 2.0474
H 1.2927 -2.2859 1.2197
H 1.2965 1.2165 -0.1641
*
```


[6]
# C5H11N

A single C5H11N molecule (ωB97M-V/def2-TZVPD, the Open Molecules 2025 dataset).

Properties
* DFT total energy: -251.81941 a.u.
* gap between HOMO and LUMO: 10.30 eV
* SMILES: CC[C@H]1CN1C
* energy above the lowest of the compared OMol25 structures with the same formula, charge and spin: 1.173 eV

Structure (ORCA input):
```
! wB97M-V def2-TZVPD RIJCOSX def2/J DEFGRID3
* xyz 0 1
C 2.4134 -0.6102 0.2160
C 1.2321 -0.2035 -0.6629
C -0.0544 -0.0854 0.1203
C -0.6008 1.2096 0.6028
N -1.1875 0.5297 -0.5388
C -2.4773 -0.0982 -0.3174
H 2.6079 0.1360 0.9947
H 2.2191 -1.5675 0.7146
H 3.3274 -0.7252 -0.3758
H 1.4333 0.7520 -1.1618
H 1.0876 -0.9449 -1.4592
H -0.2787 -0.9467 0.7578
H -0.0847 2.1439 0.3896
H -1.1637 1.2050 1.5373
H -2.5810 -0.9562 -0.9901
H -3.2760 0.6150 -0.5462
H -2.6167 -0.4535 0.7193
*
```